{
  "formula": "C32H91N5O11",
  "method": "ωB97M-V with the def2-TZVPD basis set",
  "species": ["C", "O", "C", "C", "C", "N", "H", "H", "H", "H", "H", "H", "H", "H", "H", "H", "H", "C", "O", "C", "C", "C", "N", "H", "H", "H", "H", "H", "H", "H", "H", "H", "H", "H", "C", "O", "C", "C", "C", "N", "H", "H", "H", "H", "H", "H", "H", "H", "H", "H", "H", "C", "O", "C", "C", "C", "N", "H", "H", "H", "H", "H", "H", "H", "H", "H", "H", "H", "C", "O", "C", "C", "C", "N", "H", "H", "H", "H", "H", "H", "H", "H", "H", "H", "H", "C", "C", "O", "H", "H", "H", "H", "H", "H", "C", "C", "O", "H", "H", "H", "H", "H", "H", "C", "C", "O", "H", "H", "H", "H", "H", "H", "C", "C", "O", "H", "H", "H", "H", "H", "H", "C", "C", "O", "H", "H", "H", "H", "H", "H", "C", "C", "O", "H", "H", "H", "H", "H", "H"],
  "xyz": [[6.025446, 4.184430, 0.754431], [5.321585, 3.559720, -0.302504], [4.034423, 4.037328, -0.295944], [3.273071, 3.107961, -1.325031], [1.834756, 3.605275, -1.505806], [3.329944, 1.646619, -0.936154], [5.729111, 3.750438, 1.729762], [5.944747, 5.293848, 0.774367], [7.064831, 3.964495, 0.588467], [3.589884, 4.051894, 0.725495], [4.015387, 5.101325, -0.625433], [3.749924, 3.186743, -2.307052], [1.784888, 4.612475, -1.969818], [1.432094, 3.658690, -0.502794], [1.199431, 2.917106, -2.125355], [2.969377, 1.621418, -0.023493], [4.303793, 1.329836, -0.758077], [-2.248082, -3.207267, -2.361027], [-1.657494, -4.141275, -1.533338], [-0.381126, -4.557562, -1.982226], [0.088179, -5.563371, -0.947824], [1.464750, -6.112194, -1.360407], [-0.799586, -6.703359, -0.711087], [-2.516603, -3.645627, -3.339553], [-1.556282, -2.369002, -2.605111], [-3.127514, -2.873623, -1.831187], [-0.538896, -4.996463, -2.925394], [0.340595, -3.732105, -2.022181], [0.316630, -5.020769, -0.024693], [2.239452, -5.371161, -1.614970], [1.275507, -6.661550, -2.298876], [1.778510, -6.782084, -0.543865], [-1.702610, -6.229621, -0.620002], [-0.755019, -7.208177, -1.582070], [-1.754488, 1.945297, -1.712191], [-1.659663, 1.163767, -0.588191], [-1.040572, -0.108399, -0.769942], [-0.796934, -0.744110, 0.627851], [0.127047, 0.243735, 1.332956], [-0.168128, -1.999741, 0.454559], [-2.572765, 1.690626, -2.402099], [-0.880175, 1.813930, -2.327036], [-1.986549, 2.971910, -1.373292], [-1.625628, -0.717726, -1.439947], [-0.058361, -0.001961, -1.278694], [-1.755457, -0.789431, 1.171836], [0.578492, -0.212740, 2.202967], [-0.329947, 1.246986, 1.577389], [1.003339, 0.458598, 0.711334], [-0.121039, -2.416707, 1.342287], [-0.711718, -2.634745, -0.085277], [-2.706105, 0.602106, 4.372492], [-3.731381, 0.097582, 3.570127], [-3.971556, 0.959569, 2.371467], [-4.745200, 0.191042, 1.344453], [-5.058670, 1.080719, 0.142097], [-6.005730, -0.296658, 1.972246], [-1.738134, 0.701721, 3.862045], [-2.604095, 0.087762, 5.319968], [-2.917753, 1.624027, 4.656283], [-4.543307, 1.867122, 2.653173], [-3.017653, 1.254755, 1.923646], [-4.062455, -0.554918, 1.009609], [-4.145801, 1.387376, -0.335897], [-5.559781, 1.999210, 0.358717], [-5.635614, 0.612281, -0.640359], [-5.699353, -0.739900, 2.832018], [-6.376994, -0.955892, 1.303961], [0.511194, -4.059739, 3.771421], [-0.313265, -3.038253, 3.223220], [-1.442853, -2.531374, 4.027602], [-2.541912, -3.540176, 4.158130], [-2.943336, -4.206787, 2.880310], [-3.632767, -2.813450, 4.806525], [0.300208, -5.101736, 3.470686], [0.475764, -4.046463, 4.840440], [1.574963, -3.865995, 3.495703], [-1.059952, -2.235353, 4.988927], [-1.773421, -1.656811, 3.468567], [-2.325463, -4.294790, 4.923837], [-3.497808, -3.507452, 2.244701], [-3.581406, -5.056572, 3.105403], [-2.051710, -4.642492, 2.357703], [-4.363502, -3.451830, 5.150814], [-4.072642, -2.129927, 4.172898], [-0.854569, 3.832759, 2.698696], [0.020576, 4.297209, 1.537537], [1.041850, 5.202198, 2.134837], [-1.585798, 3.072343, 2.498847], [-1.516128, 4.612164, 3.067567], [-0.204848, 3.501871, 3.505161], [-0.605451, 4.788676, 0.796863], [0.530606, 3.467496, 1.109374], [0.567673, 5.998390, 2.478633], [2.930556, 1.130443, 4.263273], [3.443853, 1.998582, 3.152109], [3.453831, 3.335233, 3.640470], [2.964132, 0.073602, 4.031519], [1.943734, 1.420791, 4.538310], [3.453065, 1.328782, 5.224713], [2.785245, 1.974959, 2.242869], [4.470050, 1.700290, 2.862857], [2.826509, 3.844904, 3.133302], [2.238706, 0.599693, -4.032342], [2.819930, -0.522888, -3.263551], [2.057490, -1.743209, -3.395996], [2.795856, 1.525317, -3.854738], [1.202914, 0.795330, -3.725846], [2.212470, 0.423972, -5.140113], [2.886900, -0.287516, -2.202973], [3.823490, -0.702889, -3.630725], [2.341363, -2.278498, -2.631784], [-2.429400, -0.239975, -5.340764], [-0.935261, -0.408454, -5.488364], [-0.444629, -1.354299, -4.545820], [-2.638949, 0.219231, -4.384087], [-3.011953, -1.204359, -5.447560], [-2.918365, 0.462485, -6.048361], [-0.449513, 0.584533, -5.316254], [-0.702226, -0.799277, -6.499020], [0.529805, -1.364845, -4.493143], [-0.409540, 4.430791, -4.521437], [-0.134231, 5.749036, -5.148813], [-0.109258, 5.722815, -6.558090], [-0.092442, 4.415156, -3.468133], [0.180719, 3.593749, -5.013591], [-1.414185, 4.106184, -4.585470], [0.865497, 6.080934, -4.847807], [-0.835264, 6.462603, -4.771549], [-0.884996, 5.280121, -6.873121], [3.142358, -2.025549, 1.909709], [3.284374, -2.769667, 0.589242], [2.553746, -2.103329, -0.513816], [3.760274, -2.495916, 2.699078], [2.121436, -2.106996, 2.233593], [3.372425, -0.963598, 1.909045], [2.815774, -3.763732, 0.712912], [4.334947, -2.957422, 0.230375], [1.591816, -2.042550, -0.296309]],
  "forces_ev_per_a": [[0.5812, -0.1515, 0.3365], [1.0864, 0.5202, 0.9160], [-1.6885, -0.2764, -1.5999], [0.2565, 0.0186, 0.2656], [-0.1708, -0.5944, -0.3094], [0.9452, 1.2740, -0.9438], [-0.0459, 0.3935, -0.3218], [-0.3443, -0.5820, -0.1144], [0.5348, -0.1471, 0.0558], [-0.0209, -0.4212, -0.4124], [-0.1046, -0.3981, -0.0398], [0.3855, 0.0495, 0.2733], [0.2288, -0.5331, 0.3518], [-0.5205, 0.1604, -0.0468], [0.7210, 0.4795, 0.6020], [-1.0474, -0.2998, 1.5900], [-0.6198, 0.6620, -0.6261], [0.1790, 0.7463, -1.1723], [0.5291, -0.1233, 0.9219], [-0.3999, 0.0554, 1.9017], [2.1794, 0.1289, -0.0888], [-0.5001, -0.3642, -0.4224], [0.0862, 1.5598, 0.2865], [-0.1233, 0.0546, 0.2368], [-0.4638, -0.3693, 0.2148], [-0.3727, 0.3502, -0.1254], [0.2828, -0.6999, -1.5905], [-0.1882, 0.1208, -0.2168], [-0.6829, 0.0499, 0.2380], [-0.3937, -0.0363, 0.4451], [0.4164, -0.2797, 0.3380], [0.2154, 0.1238, -0.6043], [-0.1477, -0.8268, -0.1700], [-0.5632, -0.4626, -0.2271], [-0.8810, 0.6584, -0.7802], [0.0763, -1.0128, 1.2395], [0.3150, 0.2560, 0.2809], [-0.7159, 2.5907, -1.2529], [0.3782, 0.7997, 0.3472], [0.9691, -0.1125, -0.7834], [-0.3008, -0.3772, 0.2590], [0.7965, 0.6185, -0.2276], [0.6209, -0.2773, -0.3436], [-0.5534, -0.3707, -0.0754], [-0.2081, 0.1228, 0.2791], [0.0400, -0.0763, -0.0996], [-0.2098, -0.0220, 0.6960], [0.2098, -1.3146, -0.1351], [-0.1490, -0.0610, -0.3305], [0.3854, -0.8902, 1.5884], [-0.7483, -0.4774, -0.7303], [0.4271, 1.2594, 0.1519], [-0.3934, 0.5359, -1.7908], [0.1627, -0.0416, 1.3045], [-1.3458, 1.0914, 0.3002], [0.5379, -0.0867, -0.1316], [1.3968, 0.4779, -0.6504], [0.0062, -0.5636, -0.1216], [-0.1090, -0.6848, -0.1744], [-0.3546, 0.6356, 0.1550], [0.3174, -0.3969, 0.2438], [0.1258, -0.0024, 0.2068], [0.3105, -1.2755, -0.3655], [0.6801, -0.0111, -0.1949], [-0.5855, 0.5180, 0.6943], [-0.3084, -0.5873, -0.0367], [-0.5065, -0.4118, -0.0737], [-0.3908, -0.4347, 0.3923], [0.6933, 0.0932, -0.2714], [-0.3237, 0.0460, 0.1798], [1.7681, -0.9693, -1.2788], [-1.0267, 0.0544, 1.2102], [0.7861, -0.7959, -0.8140], [-1.1106, 0.3059, 0.0984], [-0.4410, 0.4923, -0.2722], [-0.0866, 0.0958, 0.9060], [-0.8003, 0.0233, 0.0095], [0.0474, 0.2160, 0.5130], [-0.1033, -0.0334, 0.0453], [0.6727, -0.0978, -0.3225], [0.2566, -0.1236, -0.1433], [-0.3023, -0.0231, -0.0152], [-0.7595, 0.5765, 0.1618], [0.5239, 0.4623, -0.3373], [0.3231, -0.4001, 0.3679], [-0.0518, 0.2459, 0.1713], [-0.3895, 1.1772, 2.2148], [-1.2487, -0.0292, -0.8133], [-0.0070, -0.8337, -0.6176], [0.3249, 0.6021, 0.1542], [-0.0579, -0.0828, 0.1488], [0.3168, 0.2255, -0.2990], [0.5357, -0.4403, -0.2907], [0.5516, -1.0400, -0.4266], [0.5404, -0.1340, 0.9446], [-0.1619, 0.3418, -0.4216], [0.4902, 0.0816, -0.0326], [-0.0100, -0.2664, 0.0012], [-1.1641, 0.0719, -0.2073], [0.3165, -0.2318, -0.8083], [0.5320, -0.3795, 0.6345], [-0.4023, 0.1838, -0.0135], [-0.3116, 0.4457, -0.1595], [-0.9784, 0.6879, -1.1568], [0.3579, -0.8788, 0.5755], [0.3788, 0.2280, 0.0955], [0.0484, -0.2125, -0.0129], [0.0873, -0.0226, 0.0438], [0.1347, 0.0209, 0.8458], [-0.0313, 0.1791, -0.1379], [0.4529, -0.1365, -0.0703], [-0.3196, 0.1707, -0.2108], [-1.2824, -0.4782, -0.2680], [0.6391, -0.0040, -0.4847], [-0.4209, 0.1821, 0.1157], [-0.1462, -0.2398, 0.5495], [0.8291, 0.9021, 0.3072], [0.7752, -0.3723, -0.0333], [-0.2132, -0.6113, -0.3799], [0.0078, 0.5368, 0.2253], [-0.3961, -0.0131, 0.0841], [1.8407, -1.9824, 0.1342], [1.0290, 0.0257, -0.0311], [0.5247, 0.3707, -0.0790], [-0.2915, 0.1176, -0.2306], [-0.3920, 1.0466, 0.4259], [-1.3270, -0.0925, -0.0103], [-0.1414, 0.0517, -0.0915], [-0.5956, 0.7718, 0.1558], [-0.6846, -0.3451, -0.2800], [0.6363, -0.3937, 0.3015], [-0.7219, 0.0397, -1.3253], [0.9520, -0.5238, 0.7415], [-0.1628, 0.1264, -0.3905], [-0.5969, -0.0060, 0.1937], [0.2673, 0.0881, -0.4471], [0.3120, 0.1832, 0.0475], [-1.0265, 0.5523, 0.3914], [0.3100, -0.0868, 0.4074]],
  "e_homo_ev": -9.305,
  "smiles": "COC[C@H](C)N.COC[C@H](C)N.COC[C@H](C)N.COC[C@H](C)N.COC[C@H](C)N.CCO.CCO.CCO.CCO.CCO.CCO",
  "total_charge": 0,
  "fmax_ev_per_a": 3.0,
  "spin_multiplicity": 1,
  "de_lowest_kj_mol": 110.7
}